No. 1
{
  "formula": "C47H38F3FeN3P2S2",
  "method": "wB97M-V/def2-TZVPD",
  "lumo_ha": [-0.118, -0.119],
  "spin_multiplicity": 2,
  "molar_mass_g_mol": 883.76,
  "total_charge": 1,
  "e_homo_ev": [-9.0200, -9.2041],
  "e_above_lowest_kj_mol": 254.2,
  "s2": 0.7991,
  "fmax_ev_per_a": 0.96,
  "elements": ["Fe", "F", "C", "F", "F", "C", "C", "C", "C", "N", "C", "S", "H", "H", "H", "C", "N", "C", "P", "C", "C", "C", "C", "C", "C", "C", "C", "C", "C", "C", "C", "C", "C", "C", "C", "C", "C", "P", "C", "C", "C", "C", "C", "C", "C", "C", "C", "C", "C", "C", "H", "H", "H", "H", "H", "H", "H", "H", "H", "H", "H", "H", "H", "H", "H", "H", "H", "H", "H", "H", "H", "H", "H", "H", "H", "H", "H", "H", "H", "S", "C", "C", "C", "C", "C", "C", "C", "C", "C", "N", "H", "H", "H", "H", "H", "H"],
  "positions_angstrom": [[-0.22455, -0.15737, 0.14626], [4.75714, 2.11195, -1.21052], [4.89435, 0.84975, -0.74042], [4.89393, 0.06568, -1.84692], [6.13055, 0.77678, -0.21865], [3.87238, 0.45141, 0.25621], [4.25264, 0.35063, 1.64747], [3.36742, 0.02157, 2.57851], [1.96565, -0.37043, 2.23206], [1.57145, 0.01416, 0.87021], [2.54556, 0.31384, -0.01975], [2.08332, 0.51817, -1.72749], [5.26468, 0.60973, 1.92781], [3.64144, 0.01071, 3.62640], [1.30296, 0.11675, 2.94762], [-2.44676, -1.02874, 2.63931], [-2.18678, 0.08023, 3.52444], [-1.19688, 1.08061, 3.20440], [-1.18666, 1.49400, 1.40921], [-0.31390, 3.08609, 1.39725], [1.04015, 3.09060, 1.73650], [1.77313, 4.26826, 1.67064], [1.15886, 5.44659, 1.26623], [-0.19055, 5.44914, 0.93914], [-0.92672, 4.27377, 1.00698], [-2.94529, 1.80864, 1.15431], [-3.67221, 1.05980, 0.23308], [-5.04300, 1.23852, 0.09766], [-5.69462, 2.16931, 0.89346], [-4.98153, 2.91060, 1.82833], [-3.61469, 2.72860, 1.96251], [-2.78486, 0.09568, 4.79911], [-4.02890, -0.50147, 5.00158], [-4.61057, -0.49470, 6.26198], [-3.97648, 0.11786, 7.33354], [-2.74239, 0.71711, 7.13081], [-2.14092, 0.70071, 5.87902], [-0.97717, -1.61462, 1.69727], [-1.65665, -3.15852, 1.03046], [-2.75298, -3.09960, 0.16763], [-3.28634, -4.26184, -0.36770], [-2.71136, -5.49037, -0.06176], [-1.61771, -5.55454, 0.79048], [-1.09432, -4.39140, 1.34505], [0.24423, -2.04767, 2.90698], [1.67528, -1.93376, 2.49708], [2.60083, -2.51621, 3.50771], [2.20491, -2.83974, 4.76113], [0.84640, -2.70699, 5.15397], [-0.11392, -2.34098, 4.19618], [-3.22035, -0.82310, 1.88837], [-2.81322, -1.87692, 3.21886], [-0.17620, 0.80895, 3.47780], [-1.43384, 1.99626, 3.74591], [1.54227, 2.17428, 2.00778], [2.82580, 4.25782, 1.92200], [1.73126, 6.36352, 1.20963], [-0.67295, 6.36772, 0.62938], [-1.97634, 4.28608, 0.73854], [-3.17103, 0.31831, -0.37833], [-5.59970, 0.65161, -0.62150], [-6.76266, 2.31364, 0.79390], [-5.49328, 3.62569, 2.45902], [-3.06872, 3.30569, 2.70019], [-4.55871, -0.94931, 4.16957], [-5.57871, -0.95997, 6.39878], [-4.43740, 0.12710, 8.31201], [-2.22751, 1.19131, 7.95696], [-1.16028, 1.14148, 5.75420], [-3.19499, -2.14307, -0.09876], [-4.14333, -4.21013, -1.02744], [-3.12298, -6.39873, -0.48248], [-1.17501, -6.51146, 1.03537], [-0.25234, -4.44648, 2.02515], [1.87160, -2.38812, 1.51627], [3.64095, -2.62005, 3.22447], [2.92862, -3.21524, 5.47398], [0.54080, -2.93234, 6.16635], [-1.15384, -2.31067, 4.49882], [-1.77746, 1.67442, -2.80121], [-0.92440, 3.01674, -2.15930], [0.25056, 2.64866, -1.59478], [0.47083, 1.23131, -1.66696], [-0.58690, 0.58716, -2.28422], [-0.65126, -0.87654, -2.48613], [-1.12114, -1.48311, -3.63520], [-0.99947, -2.86084, -3.74138], [-0.40948, -3.56870, -2.70871], [-0.00739, -2.88606, -1.57440], [-0.14542, -1.56381, -1.45229], [-1.34287, 4.00775, -2.24481], [0.96034, 3.33356, -1.15160], [-1.52375, -0.88886, -4.44505], [-1.33896, -3.36930, -4.63441], [-0.27078, -4.63897, -2.76773], [0.43459, -3.40888, -0.73872]],
  "atomic_forces_ev_per_a": [[-0.847, -0.303, -0.349], [-0.037, 0.141, 0.086], [0.080, 0.011, -0.198], [0.009, -0.120, -0.023], [0.040, -0.005, -0.019], [0.290, -0.031, 0.518], [0.282, 0.176, -0.259], [-0.210, -0.073, 0.195], [0.108, 0.061, -0.193], [0.510, -0.034, -0.150], [-0.490, -0.100, 0.095], [0.128, -0.113, 0.038], [-0.001, -0.008, -0.006], [-0.032, -0.018, -0.032], [0.031, 0.048, -0.019], [-0.044, 0.001, 0.123], [-0.069, 0.014, 0.128], [-0.212, 0.024, 0.041], [0.599, -0.074, -0.043], [-0.111, 0.055, 0.117], [0.012, 0.133, -0.069], [-0.088, -0.026, -0.016], [0.025, -0.001, 0.019], [-0.013, -0.044, 0.004], [0.003, 0.084, -0.005], [-0.149, 0.124, -0.048], [-0.035, 0.113, -0.003], [0.044, 0.021, 0.027], [-0.009, -0.013, 0.007], [0.026, -0.001, 0.011], [-0.112, -0.020, -0.024], [0.159, -0.018, -0.193], [-0.098, -0.042, 0.073], [0.008, 0.004, -0.059], [0.007, -0.012, -0.034], [0.044, 0.003, -0.055], [-0.035, 0.037, 0.119], [0.005, 0.184, -0.193], [-0.071, -0.052, -0.015], [0.012, -0.028, -0.047], [0.061, 0.011, 0.018], [-0.002, 0.002, 0.009], [0.004, 0.059, 0.006], [-0.083, -0.091, -0.037], [-0.058, -0.248, 0.075], [0.088, 0.028, -0.088], [0.054, 0.026, -0.008], [-0.145, 0.025, 0.056], [0.036, 0.008, -0.102], [0.158, -0.054, 0.182], [-0.033, 0.008, 0.042], [0.033, -0.023, 0.039], [0.021, -0.017, 0.156], [-0.055, 0.049, -0.008], [0.039, -0.060, 0.048], [-0.015, -0.004, 0.004], [-0.006, -0.015, -0.008], [0.011, -0.015, 0.009], [0.063, 0.004, -0.019], [0.067, -0.013, -0.084], [0.011, 0.007, 0.001], [0.014, -0.007, -0.005], [0.002, -0.008, -0.010], [-0.023, -0.017, -0.009], [-0.003, 0.015, 0.038], [0.017, 0.007, -0.002], [0.008, 0.000, -0.018], [-0.007, -0.009, -0.014], [-0.018, -0.005, 0.021], [0.024, -0.024, 0.024], [0.015, -0.006, 0.015], [0.007, 0.010, 0.004], [-0.010, 0.009, -0.005], [-0.010, 0.006, -0.006], [-0.042, -0.035, 0.003], [-0.031, -0.004, -0.008], [-0.018, 0.009, -0.009], [0.010, 0.002, -0.024], [0.005, -0.006, 0.014], [-0.485, 0.148, 0.025], [0.105, 0.003, 0.003], [-0.056, -0.053, -0.039], [0.306, 0.423, -0.020], [-0.049, -0.571, 0.071], [0.053, 0.431, -0.085], [-0.011, -0.136, -0.142], [-0.053, 0.082, -0.079], [0.028, -0.058, 0.081], [0.052, 0.089, -0.006], [0.112, -0.083, 0.311], [0.022, -0.024, -0.002], [0.001, -0.013, -0.061], [0.006, -0.002, 0.038], [0.009, 0.004, 0.018], [0.004, 0.016, 0.009], [0.008, 0.024, 0.030]]
}


No. 2
{
  "formula": "C47H39GeN4O3RuS2",
  "method": "wB97M-V/def2-TZVPD",
  "lumo_ha": [0.092, 0.059],
  "spin_multiplicity": 5,
  "molar_mass_g_mol": 945.67,
  "total_charge": -1,
  "e_homo_ev": [-3.9910, -4.7739],
  "e_above_lowest_kj_mol": 24.6,
  "s2": 6.0391,
  "fmax_ev_per_a": 0.54,
  "elements": ["Ru", "O", "C", "C", "C", "C", "C", "C", "C", "N", "N", "C", "O", "C", "C", "C", "C", "C", "C", "H", "H", "H", "H", "H", "H", "H", "H", "H", "H", "C", "C", "N", "N", "C", "S", "S", "C", "C", "C", "C", "C", "C", "C", "C", "C", "C", "C", "C", "C", "O", "H", "H", "H", "H", "H", "H", "H", "H", "H", "H", "H", "H", "H", "H", "C", "Ge", "C", "C", "C", "C", "C", "C", "C", "C", "C", "C", "C", "C", "C", "C", "C", "C", "H", "H", "H", "H", "H", "H", "H", "H", "H", "H", "H", "H", "H", "H", "H"],
  "positions_angstrom": [[0.86885, -1.10887, -0.87161], [2.75463, -1.26181, -1.72136], [3.89008, -1.65280, -1.21253], [4.83472, -2.25722, -2.07571], [6.06892, -2.67101, -1.63302], [6.43976, -2.51529, -0.29411], [5.53515, -1.93778, 0.56806], [4.27092, -1.49666, 0.14839], [3.42414, -0.91058, 1.16579], [2.28960, -0.36540, 0.95399], [1.71697, 0.07974, 2.13810], [0.49278, 0.42095, 2.08309], [-0.22311, 0.45874, 0.93234], [-0.15134, 0.90655, 3.31990], [0.06230, 0.24514, 4.52453], [-0.54201, 0.70737, 5.68232], [-1.35286, 1.83474, 5.64292], [-1.55858, 2.49963, 4.44219], [-0.96555, 2.03417, 3.27757], [4.53999, -2.37669, -3.11136], [6.75830, -3.12668, -2.33519], [7.41007, -2.84384, 0.05418], [5.79011, -1.80980, 1.61528], [3.80580, -0.93357, 2.18783], [0.68103, -0.64255, 4.53025], [-0.39140, 0.18101, 6.61663], [-1.82673, 2.19364, 6.54870], [-2.18108, 3.38578, 4.41179], [-1.10856, 2.55021, 2.33626], [-2.65227, 0.49878, 0.79238], [-1.42935, -0.39339, 0.79136], [-1.18346, -0.92010, -0.54818], [-2.13776, -1.65864, -1.02731], [-1.82192, -2.40363, -2.07944], [-0.29687, -2.55678, -2.77335], [-3.16296, -3.35098, -2.75240], [-4.16755, -3.69505, -1.28421], [-5.00099, -2.57748, -0.71096], [-5.77077, -1.74987, -1.52074], [-6.56665, -0.75933, -0.96285], [-6.61158, -0.59001, 0.41497], [-5.84717, -1.41392, 1.22886], [-5.04308, -2.39626, 0.66791], [-1.40604, -1.52614, 1.78510], [-2.29835, -1.58538, 2.84969], [-2.27943, -2.62403, 3.76375], [-1.32874, -3.63248, 3.60127], [-0.42841, -3.59916, 2.55902], [-0.42075, -2.54467, 1.61111], [0.45537, -2.55917, 0.65575], [-3.50861, -0.07324, 0.43614], [-2.46451, 1.33223, 0.11569], [-2.86676, 0.89486, 1.78249], [-3.52564, -4.11920, -0.51190], [-4.82560, -4.49709, -1.63104], [-5.72074, -1.86367, -2.59753], [-7.15066, -0.11380, -1.60765], [-7.22934, 0.18675, 0.84903], [-5.85619, -1.28148, 2.30438], [-4.41739, -3.00891, 1.30793], [-3.02903, -0.79437, 2.97027], [-2.98065, -2.64497, 4.58833], [-1.29426, -4.45817, 4.30412], [0.30949, -4.38211, 2.42943], [-1.48036, 0.97403, -3.09641], [0.32237, 0.84584, -2.31429], [1.53468, 1.02794, -3.85783], [2.04985, -0.06842, -4.54686], [2.86004, 0.10860, -5.66162], [3.17258, 1.38774, -6.10297], [2.66964, 2.48990, -5.42499], [1.85741, 2.30697, -4.31264], [0.54287, 2.48929, -1.21705], [-0.55875, 3.26396, -0.95673], [-0.52506, 4.33399, -0.03360], [0.62735, 4.62400, 0.63648], [1.80704, 3.87857, 0.38270], [3.02095, 4.17726, 1.04758], [4.15911, 3.47165, 0.77503], [4.13457, 2.43387, -0.17833], [2.97217, 2.11262, -0.82164], [1.76998, 2.81819, -0.56134], [-1.56546, 1.91961, -3.63868], [-2.27178, 0.90765, -2.35012], [-1.61233, 0.15791, -3.80762], [1.82852, -1.06865, -4.19744], [3.25334, -0.75600, -6.18387], [3.81032, 1.52363, -6.96859], [2.91339, 3.49237, -5.75843], [1.48174, 3.17851, -3.78386], [-1.50023, 3.04906, -1.45222], [-1.42386, 4.91349, 0.14673], [0.66395, 5.42771, 1.36395], [3.02872, 4.98076, 1.77608], [5.08199, 3.70677, 1.29179], [5.03573, 1.87021, -0.38843], [2.96530, 1.29468, -1.53141]],
  "atomic_forces_ev_per_a": [[0.079, 0.236, -0.474], [-0.262, -0.192, 0.351], [0.162, 0.047, -0.042], [-0.045, 0.028, -0.047], [-0.022, 0.002, -0.023], [-0.012, 0.015, 0.009], [0.003, -0.030, 0.009], [-0.061, -0.007, -0.055], [0.281, -0.010, -0.154], [-0.290, -0.081, -0.035], [-0.044, 0.101, 0.119], [0.180, -0.074, -0.041], [-0.131, -0.128, 0.032], [-0.131, 0.067, 0.065], [-0.022, 0.021, 0.017], [-0.001, -0.011, -0.015], [-0.005, 0.004, 0.015], [-0.029, 0.037, -0.017], [0.057, -0.027, 0.049], [0.012, 0.005, 0.015], [-0.004, 0.006, 0.011], [-0.014, 0.006, 0.012], [0.015, -0.005, -0.009], [-0.038, 0.037, 0.031], [0.002, 0.004, -0.002], [0.005, -0.002, -0.011], [0.007, -0.002, -0.009], [0.001, -0.012, -0.001], [-0.007, 0.004, -0.015], [-0.026, -0.031, -0.002], [0.007, 0.178, 0.053], [0.171, -0.092, 0.112], [-0.029, 0.052, -0.008], [-0.092, -0.089, 0.121], [-0.050, -0.030, -0.159], [0.096, 0.019, -0.077], [-0.046, -0.003, 0.031], [0.000, -0.003, 0.021], [0.011, 0.051, 0.010], [0.014, -0.024, -0.011], [-0.009, 0.009, 0.014], [0.018, -0.004, -0.001], [-0.019, -0.019, -0.020], [0.092, -0.031, -0.029], [-0.054, -0.024, -0.033], [0.004, 0.008, 0.002], [0.003, -0.001, -0.013], [0.021, 0.015, 0.003], [-0.047, 0.006, 0.005], [0.049, -0.065, 0.137], [0.000, 0.008, -0.003], [0.003, 0.002, -0.023], [0.028, 0.002, 0.007], [0.049, 0.053, -0.018], [-0.005, -0.003, 0.017], [0.009, -0.007, 0.013], [0.003, -0.002, 0.004], [0.006, -0.009, -0.002], [-0.005, 0.004, -0.009], [-0.003, 0.006, -0.014], [0.002, -0.012, -0.002], [0.011, -0.001, -0.013], [0.002, 0.004, -0.006], [-0.014, 0.020, 0.001], [0.046, 0.011, -0.030], [0.107, 0.010, 0.183], [0.009, 0.088, 0.002], [0.001, 0.015, -0.007], [-0.018, 0.007, 0.016], [-0.008, -0.003, 0.011], [0.007, -0.016, -0.014], [0.046, 0.001, -0.019], [-0.092, 0.000, -0.106], [-0.058, -0.035, -0.025], [0.055, 0.051, 0.061], [-0.032, -0.032, -0.031], [-0.012, -0.043, -0.051], [0.047, -0.019, -0.014], [-0.030, 0.063, 0.044], [-0.031, -0.056, -0.037], [0.066, -0.009, 0.017], [-0.003, 0.036, 0.057], [-0.013, -0.023, 0.020], [0.009, 0.012, 0.007], [0.015, -0.008, 0.017], [0.004, -0.014, -0.003], [-0.001, 0.006, 0.005], [-0.005, 0.006, 0.006], [-0.002, -0.016, 0.003], [-0.001, -0.029, -0.002], [0.021, -0.022, 0.009], [0.012, -0.004, 0.003], [-0.005, 0.000, -0.006], [0.008, -0.007, 0.001], [-0.007, 0.001, -0.006], [-0.002, 0.008, 0.002], [-0.015, -0.010, -0.008]]
}